Record 1
Computed, not measured: a molecular structure, C12H30Al2BF19Mg2NO8PSi2 in a non-equilibrium geometry, with wB97M-V/def2-TZVPD.

lowest unoccupied orbital energy: -3.097 eV
largest force on an atom: 10.701 eV Å⁻¹
E_tot: -4859.8409 a.u.
charge: -2

Cartesian coordinates (Å):
C: -2.1126 -1.5371 1.0281
Si: -1.5175 -1.2469 -0.7799
C: -2.7753 0.0472 -1.5558
C: -1.7398 -2.8587 -1.8727
O: 0.0721 -0.5146 -0.9317
C: 1.1581 -1.4500 -0.6018
C: 1.5084 -1.5763 0.9948
Si: 1.7469 0.0970 1.9168
C: 1.6915 1.6636 0.7989
C: 1.7534 3.0550 1.7233
O: 2.1775 3.0936 2.9891
F: 1.2516 4.3143 1.0814
H: -2.8937 -0.6825 1.3183
H: -2.7164 -2.5477 1.0507
H: -1.2762 -1.4935 1.8456
H: -2.2086 1.0740 -1.6003
H: -3.0366 -0.2897 -2.6678
H: -3.7538 0.1666 -0.8936
H: -2.8440 -3.2333 -1.6823
H: -1.6992 -2.4700 -2.9989
H: -0.9320 -3.6775 -1.6485
H: 2.1597 -1.1780 -1.1919
H: 0.8847 -2.5492 -0.9782
H: 2.5522 -2.1504 1.0602
H: 0.7496 -2.2628 1.6029
H: 0.7861 0.1844 3.0354
H: 3.0811 0.0565 2.5690
H: 2.5934 1.7221 0.0191
H: 0.6777 1.7702 0.1781
O: -1.2931 3.2698 -1.6545
H: -1.9723 3.8148 -1.1817
H: -0.4304 3.2632 -1.1667
H: -1.1768 3.5694 -2.5920
B: -3.4060 -4.5838 3.1900
F: -4.3211 -3.9521 2.2533
F: -3.3133 -6.0042 2.8939
F: -2.0909 -3.9763 3.0670
F: -3.8986 -4.4025 4.5457
Mg: -3.7779 1.7216 -2.9615
F: 2.4840 -3.9367 3.9072
Al: 1.0914 -3.3373 4.8793
F: 0.4099 -1.8609 4.1050
F: 1.6490 -2.9388 6.5447
F: -0.1776 -4.6128 4.9602
C: 2.6761 -6.8792 3.2474
O: 1.6363 -6.7005 2.4464
H: 3.6701 -6.9592 2.7753
H: 2.8715 -6.0998 4.0035
H: 2.6774 -7.7826 3.8804
F: 2.5339 -4.6021 -0.8176
Al: 1.8676 -5.2721 -2.3508
F: 0.1306 -5.6881 -2.1194
F: 2.7841 -6.7538 -2.8070
F: 2.0216 -4.0443 -3.6595
Mg: -0.1286 4.8917 -0.7996
C: -1.0993 7.5448 -5.2360
C: -2.0534 7.3396 -4.0926
O: -1.8283 6.5389 -3.1883
N: -3.2012 8.0760 -4.0764
C: -3.6447 9.0589 -5.0358
H: -0.2328 6.8896 -5.1109
H: -1.5887 7.2941 -6.1810
H: -0.7501 8.5808 -5.2504
H: -3.7930 7.8832 -3.2766
H: -3.7755 10.0087 -4.5123
H: -4.6074 8.7323 -5.4355
H: -2.9363 9.1897 -5.8551
F: 5.0301 2.4221 6.6010
P: 3.6416 3.0924 6.3756
F: 4.1779 3.6117 5.0077
F: 4.1400 3.6040 7.7607
F: 2.3271 2.6392 7.0787
F: 3.1955 1.7917 5.6429
F: 2.9802 4.4870 6.1619
C: 1.5903 -6.1256 -6.4479
O: 2.7734 -6.4130 -6.5463
O: 0.8112 -5.9796 -7.3967
O: 0.9892 -5.9362 -5.3841

Atoms 1-3, force components in eV/Å:
C -0.86 0.61 0.71
Si 0.59 -1.08 0.52
C -0.47 0.94 -0.58

Mulliken population analysis, charges in e, atoms 1 to 6: number 1, C, carries -0.503; number 2, Si, carries 0.587; number 3, C, carries -0.468; number 4, C, carries -0.813; number 5, O, carries -0.365; number 6, C, carries 0.158

Record 2
Computed, not measured: 7 unconnected molecules or ions with the total composition C12H30BF4N2O4 in a non-equilibrium geometry, with wB97M-V/def2-TZVPD.

lowest unoccupied orbital energy: 2.766 eV
largest force on an atom: 9.839 eV Å⁻¹
ΔE to the lowest compared entry with this formula, charge and spin: 19.05 kcal/mol
E_tot: -1310.0585 a.u.
charge: -1

Cartesian coordinates (Å):
B: -0.3591 -0.2291 0.5043
F: -0.4900 -0.1087 1.9495
F: 0.5776 0.7253 0.1168
F: 0.2900 -1.4195 0.2303
F: -1.5523 -0.2269 -0.1902
C: -3.6257 -0.8808 2.5330
C: -5.0231 -1.2061 2.1287
N: -6.1419 -1.4764 1.8191
H: -3.6137 -0.9551 3.6886
H: -2.7459 -1.3741 2.1732
H: -3.2008 0.0641 2.1098
C: -2.1779 2.9399 0.5383
C: -3.6503 2.8351 0.8330
N: -4.8253 2.8215 1.1727
H: -1.7346 3.8813 0.3836
H: -1.6614 2.5734 1.3737
H: -2.1477 2.4997 -0.4231
C: 3.5192 -0.2183 4.0737
C: 2.6140 -0.6376 2.9203
O: 1.8685 -1.6752 3.4704
H: 4.1858 0.5556 3.6683
H: 4.2404 -0.8908 4.1212
H: 3.0561 0.2323 4.9306
H: 3.0148 -0.9084 2.0068
H: 2.0026 0.2383 2.5104
H: 1.1651 -1.7636 2.6517
C: 1.7095 -0.2949 -4.2809
C: 1.5983 -0.6618 -2.8890
O: 0.3464 -1.4006 -2.6921
H: 1.6355 -1.2197 -5.0486
H: 2.6045 0.3555 -4.3889
H: 0.9595 0.3596 -4.6525
H: 1.9479 0.2821 -2.3522
H: 2.4959 -1.2941 -2.7627
H: -0.0927 -1.2301 -1.9032
C: -4.4163 -2.5544 -3.1399
C: -3.5862 -1.5559 -2.1561
O: -3.5188 -1.8940 -0.7677
H: -3.7439 -3.1659 -3.4304
H: -4.5707 -1.9272 -3.9513
H: -5.5571 -2.6443 -2.7399
H: -4.0362 -0.4049 -2.3454
H: -2.4711 -1.6433 -2.3237
H: -3.0104 -1.2811 -0.2840
C: 5.1471 2.3109 0.1399
C: 3.9352 1.4437 -0.1037
O: 2.8697 1.8160 0.7867
H: 6.0119 1.9180 -0.5470
H: 5.4546 2.1991 1.0781
H: 4.9561 3.5911 -0.1259
H: 4.2081 0.5096 0.2231
H: 3.6046 1.5437 -1.1730
H: 1.9343 1.4469 0.5358

Atoms 1-3, force components in eV/Å:
B 1.30 -0.93 1.90
F -0.69 0.02 -1.27
F -0.56 1.44 -0.74

natural (NBO) population analysis, charges in e, atoms 1 to 6: number 1, B, carries 1.341; number 2, F, carries -0.582; number 3, F, carries -0.566; number 4, F, carries -0.570; number 5, F, carries -0.563; number 6, C, carries -0.764

Record 3
Computed, not measured: a molecular structure, C12H30Br2N2O4Sr in a non-equilibrium geometry, with wB97M-V/def2-TZVPD.

lowest unoccupied orbital energy: 0.523 eV
largest force on an atom: 2.623 eV Å⁻¹
ΔE to the lowest compared entry with this formula, charge and spin: 18.44 kcal/mol
E_tot: -6064.5412 a.u.

Cartesian coordinates (Å):
Sr: 0.1163 -0.6069 -0.1417
Br: 1.4529 1.1035 -2.1898
Br: -0.7704 -2.8134 1.6684
C: -3.0218 1.0574 0.5912
O: -2.3156 0.3196 -0.4188
C: -3.0734 -0.0618 -1.6062
C: -2.6638 -1.5204 -2.0364
N: -1.2476 -1.4706 -2.1862
C: -0.6809 -2.7485 -2.5627
C: 0.8717 -2.6729 -2.5739
O: 1.4193 -2.4147 -1.3020
C: 1.9456 -3.5499 -0.6357
H: -3.9400 0.5825 0.9369
H: -3.3729 2.0299 0.2462
H: -2.3604 1.2841 1.4274
H: -2.9384 0.6780 -2.3953
H: -4.1375 -0.0719 -1.3700
H: -3.0736 -1.7803 -3.0125
H: -3.0327 -2.1384 -1.2179
H: -1.0828 -0.9356 -3.0268
H: -1.1005 -2.9887 -3.5396
H: -0.9979 -3.5704 -1.9208
H: 1.1956 -1.8072 -3.1516
H: 1.3798 -3.4536 -3.1401
H: 2.1436 -3.2753 0.4004
H: 2.8577 -3.9024 -1.1172
H: 1.1827 -4.3207 -0.5265
C: 3.7550 -0.8002 0.4829
O: 2.4783 -0.6917 1.1362
C: 2.6343 0.0686 2.2914
C: 1.2280 0.3163 2.8033
N: 0.3206 1.0025 1.9056
C: 0.9355 2.2652 1.3825
C: -0.1177 3.0702 0.6741
O: -0.9542 3.7281 1.6444
C: -1.8809 4.6674 1.1393
H: 4.5158 -1.3070 1.0767
H: 4.1910 0.1272 0.1114
H: 3.6782 -1.4722 -0.3718
H: 3.1870 0.9872 2.0946
H: 3.2406 -0.4217 3.0530
H: 1.3122 0.8818 3.7313
H: 0.8618 -0.6634 3.1101
H: -0.4168 1.2727 2.5406
H: 1.7430 2.0491 0.6830
H: 1.3652 2.8992 2.1581
H: -0.7213 2.5134 -0.0428
H: 0.4098 3.8341 0.1029
H: -2.3712 5.1238 1.9992
H: -2.7464 4.2304 0.6414
H: -1.4031 5.3671 0.4536

Atoms 1-3, force components in eV/Å:
Sr 0.09 0.05 0.26
Br -0.08 0.02 0.06
Br -0.05 0.12 -0.15

natural (NBO) population analysis, charges in e, atoms 1 to 6: number 1, Sr, carries 1.736; number 2, Br, carries -0.912; number 3, Br, carries -0.912; number 4, C, carries -0.248; number 5, O, carries -0.607; number 6, C, carries -0.058

Record 4
Computed, not measured: a molecular structure, C12H30CuN2O8S in a non-equilibrium geometry, with wB97M-V/def2-TZVPD.

lowest unoccupied orbital energy: 2.256 eV
largest force on an atom: 8.516 eV Å⁻¹
ΔE to the lowest compared entry with this formula, charge and spin: 0.00 kcal/mol
E_tot: -3225.2326 a.u.
charge: -1

Cartesian coordinates (Å):
Cu: 23.2681 -28.2651 23.3747
S: 21.1578 -25.8513 23.0323
O: 19.7399 -26.2541 23.0622
O: 21.9823 -26.6548 23.9110
O: 21.6919 -25.8431 21.7158
O: 20.8650 -24.4942 23.5456
C: 26.8682 -27.2328 21.9805
O: 25.4044 -27.0443 21.9743
C: 24.9811 -26.6019 20.6329
C: 24.2291 -27.7617 19.8790
N: 23.0308 -28.1130 20.7041
C: 22.2334 -29.1393 20.1007
C: 21.0544 -29.3516 21.0530
O: 21.4810 -29.7011 22.3661
C: 20.4028 -29.6863 23.3266
H: 27.1046 -27.7526 22.9089
H: 27.4332 -26.3233 21.7765
H: 27.0722 -27.8811 21.1283
H: 25.8018 -26.2552 20.0050
H: 24.2867 -25.7617 20.6353
H: 24.8563 -28.6504 19.9493
H: 23.9585 -27.4488 18.8705
H: 22.5196 -27.2808 20.9612
H: 22.7670 -30.0670 19.8942
H: 21.9203 -28.7633 19.1266
H: 20.3622 -30.0545 20.5894
H: 20.4409 -28.4508 21.0354
H: 20.7984 -29.7462 24.3406
H: 19.7252 -30.5233 23.1582
H: 19.8105 -28.7736 23.2623
C: 25.0641 -30.7866 22.0495
O: 24.3922 -30.3547 23.2048
C: 24.9679 -30.7715 24.4525
C: 23.9847 -30.2730 25.5230
N: 23.8590 -28.8266 25.6281
C: 22.7985 -28.3577 26.5725
C: 23.0920 -28.5734 28.0560
O: 22.0361 -28.0840 28.9269
C: 22.2806 -28.5160 30.2707
H: 24.4782 -30.3611 21.2347
H: 24.9976 -31.8693 21.9423
H: 26.1092 -30.4779 22.0734
H: 25.9795 -30.3932 24.5998
H: 24.9820 -31.8450 24.6408
H: 24.1769 -30.6904 26.5114
H: 22.9938 -30.6648 25.2934
H: 24.7336 -28.4595 25.9751
H: 21.8691 -28.8935 26.3796
H: 22.6697 -27.3076 26.3105
H: 24.0341 -28.0877 28.3104
H: 23.2911 -29.6407 28.1518
H: 23.1735 -28.0961 30.7340
H: 22.3802 -29.6015 30.2769
H: 21.4654 -28.3117 30.9648

Atoms 1-3, force components in eV/Å:
Cu -0.60 0.73 -0.14
S -6.86 4.56 2.16
O -0.81 -4.07 -1.01

natural (NBO) population analysis, charges in e, atoms 1 to 6: number 1, Cu, carries 0.869; number 2, S, carries 2.618; number 3, O, carries -1.124; number 4, O, carries -1.184; number 5, O, carries -1.104; number 6, O, carries -1.098

Listing frontier orbital gap for the structures above in their given order: 0.0455, 0.3554, 0.3231, 0.1646 Ha.